# 1
DFT (ωB97M-V/def2-TZVPD) results for a molecular structure, C27H33Br2F4N4O3SeSiTi.

```
76
Properties=species:S:1:pos:R:3
Br -5.694 -3.326 -1.644
Br -3.441 -1.003 5.498
Se 0.619 2.360 0.790
Ti -0.218 0.365 -0.133
Si 0.886 3.862 2.520
F 4.827 2.080 -2.887
F 2.525 0.733 -2.956
F 2.853 -0.011 1.709
F 5.127 1.337 1.752
O -2.508 3.319 -0.789
O -1.912 1.182 -0.392
O -0.339 0.991 -2.238
N 0.835 -2.986 0.447
N 1.406 -0.440 -0.701
N -0.887 -0.528 1.680
N -1.631 -1.339 -0.702
C -0.088 -4.021 0.880
C 2.630 0.282 -0.638
C -2.535 -1.533 0.268
C -3.130 -2.312 -2.281
C -0.384 -0.210 2.881
C 3.336 0.456 0.548
C 4.366 1.555 -1.750
C 5.051 1.730 -0.567
C -2.395 -0.837 3.962
C -1.950 2.308 -1.104
C 0.255 5.419 1.779
C 4.513 1.174 0.577
C -3.755 -2.131 0.025
C 1.512 -1.636 -1.571
C 2.692 3.826 2.852
C 3.182 0.846 -1.778
C -1.225 2.157 -2.444
C -0.393 3.376 -2.782
C -1.095 -0.371 4.051
C -2.119 -1.065 1.616
C -2.919 -1.198 2.731
C -2.239 1.818 -3.520
C -0.125 3.237 3.925
C 2.147 -3.187 1.041
C -1.935 -1.709 -1.945
C 0.923 -2.943 -0.995
C -4.051 -2.522 -1.270
H 0.209 -5.027 0.546
H -0.081 -3.094 -1.386
H -3.333 -2.602 -3.301
H 5.977 2.287 -0.535
H -1.189 -1.512 -2.703
H 3.003 2.823 3.152
H -0.136 -4.032 1.970
H -0.992 4.268 -2.611
H 1.538 -3.769 -1.390
H 2.552 -4.183 0.802
H -0.653 -0.110 5.001
H 0.430 1.058 -2.824
H 2.845 -2.439 0.670
H -4.475 -2.293 0.812
H 0.318 2.329 4.338
H 2.092 -3.085 2.125
H -3.922 -1.590 2.664
H -0.169 3.983 4.725
H -1.739 1.674 -4.480
H -1.144 3.026 3.597
H -0.770 5.263 1.437
H 0.269 6.247 2.493
H -2.789 0.912 -3.264
H 0.488 3.432 -2.141
H 3.248 4.108 1.957
H 2.565 -1.784 -1.805
H -0.082 3.355 -3.828
H -2.949 2.639 -3.618
H 1.016 -1.450 -2.529
H -1.089 -3.817 0.493
H 0.867 5.693 0.918
H 0.622 0.185 2.882
H 2.956 4.523 3.653
```

Values from the calculation:
multiplicity: 1
HOMO-LUMO gap: 7.175 eV
LUMO energy: -3.926 eV
energy relative to the best compared isomer or geometry (same formula, charge and spin): 0.00 kcal/mol
charge: +1
E: -287930.3739 eV



# 2
DFT (ωB97M-V/def2-TZVPD) results for a molecular structure, C27H33HfN7O7SSi2.

```
78
Properties=species:S:1:pos:R:3
Hf -0.414 -0.447 0.095
S -2.697 -1.842 0.432
Si 2.853 -0.897 0.837
Si 0.561 -2.989 1.976
O -0.230 -1.886 -1.237
O -1.591 1.825 -7.072
O 0.578 0.535 -1.394
O -0.661 -2.929 -3.146
O -2.304 -0.190 -6.834
O 1.124 3.004 -1.739
O -0.304 4.045 -2.960
N -0.324 2.047 0.719
N -0.767 -0.026 2.331
N -2.111 0.736 -0.690
N -2.806 -0.037 -1.549
N 0.294 3.033 -2.627
N -3.645 -2.096 -2.021
N -1.709 0.794 -6.444
C 0.520 2.693 1.514
C 0.549 -0.322 2.526
C -0.448 -1.913 -2.514
C -0.650 1.886 -4.534
C -1.023 -0.495 -4.474
C -0.514 4.800 1.123
C -1.389 4.156 0.271
C -1.110 0.730 -5.141
C 3.149 0.915 0.297
C 1.099 -1.197 1.500
C 0.468 4.054 1.759
C 0.517 0.897 4.604
C -1.277 2.771 0.092
C -2.174 2.033 -0.784
C -3.107 2.737 -1.719
C 4.310 -1.251 2.034
C 0.056 0.585 -2.564
C -0.846 1.127 4.418
C -1.438 0.642 3.269
C 1.208 0.167 3.664
C -0.473 -0.571 -3.215
C 3.050 -2.053 -0.673
C -3.016 -1.282 -1.157
C -0.069 1.819 -3.278
C 2.022 -3.751 2.955
C 0.056 -4.174 0.570
C -0.884 -2.959 3.237
H -2.150 4.716 -0.250
H 2.386 -3.078 3.723
H -3.903 3.228 -1.160
H -0.593 5.863 1.290
H 1.183 4.514 2.424
H 4.094 -2.185 -0.941
H -1.136 -3.970 3.541
H 2.535 -1.647 -1.539
H -0.624 -2.405 4.134
H -0.970 -3.985 0.267
H 0.673 -4.091 -0.317
H 2.856 -3.993 2.308
H 3.475 1.546 1.118
H 1.713 -4.667 3.445
H -3.708 -3.075 -1.795
H -3.552 2.000 -2.383
H 1.024 1.272 5.482
H -1.423 1.669 5.149
H -1.785 -2.518 2.821
H -0.738 2.844 -5.027
H -1.375 -1.402 -4.944
H 2.281 1.375 -0.163
H 2.637 -3.040 -0.485
H -2.579 3.491 -2.303
H 5.211 -0.773 1.664
H 1.280 2.088 1.986
H 3.942 0.942 -0.445
H -2.494 0.793 3.074
H 2.254 -0.055 3.786
H -3.709 -1.809 -2.985
H 0.111 -5.202 0.914
H 4.131 -0.868 3.032
H 4.516 -2.309 2.124
```

Values from the calculation:
multiplicity: 1
HOMO-LUMO gap: 7.375 eV
LUMO energy: -1.071 eV
energy relative to the best compared isomer or geometry (same formula, charge and spin): 22.32 kcal/mol
charge: 0
E: -81196.7325 eV



# 3
DFT (ωB97M-V/def2-TZVPD) results for 2 unconnected molecules or ions with the total composition C27H33N2O2Si.

```
65
Properties=species:S:1:pos:R:3
Si 3.288 -3.662 -0.112
O 4.317 -1.240 0.854
O 2.447 -2.143 0.077
N -1.818 -1.986 -2.043
N -3.224 4.139 -0.229
C -1.663 2.496 -0.464
C -5.319 -0.477 -0.466
C 5.009 -0.223 1.654
C -2.882 3.034 -0.956
C 2.374 0.136 0.717
C -1.255 5.162 2.769
C -0.250 4.188 2.644
C -1.583 0.116 -1.222
C -0.979 1.311 -0.804
C 4.626 -3.447 -1.390
C -2.247 4.382 0.747
C -0.921 -0.990 -1.808
C -3.090 -1.592 -1.622
C -1.249 3.387 0.614
C 3.091 1.289 1.264
C -2.288 5.260 1.819
C -5.387 -1.769 -1.008
C 1.909 -4.726 -0.784
C -4.114 0.253 -0.465
C -2.990 -0.287 -1.075
C 4.612 1.134 1.160
C -4.445 4.910 -0.378
C -4.252 -2.351 -1.592
C -1.508 -3.288 -2.601
C 3.830 -4.295 1.555
C 3.038 -1.055 0.545
C -0.254 3.272 1.577
H 2.965 -4.421 2.221
H 2.783 2.215 0.761
H -2.426 -3.881 -2.625
H 4.936 1.291 0.123
H -4.485 5.405 -1.358
H 1.535 -4.341 -1.741
H 0.113 1.341 -0.779
H 4.309 -5.280 1.439
H -4.463 5.671 0.408
H -6.213 -0.032 -0.028
H -3.101 5.982 1.899
H 5.402 -2.738 -1.073
H 0.543 4.134 3.392
H 2.850 1.402 2.332
H -1.244 5.850 3.613
H 1.069 -4.770 -0.078
H -1.119 -3.193 -3.624
H 5.111 1.884 1.782
H 0.129 -1.081 -2.075
H -4.252 -3.357 -2.008
H 1.298 0.144 0.567
H -4.057 1.231 0.004
H -5.333 4.269 -0.281
H 5.113 -4.414 -1.588
H -6.320 -2.329 -0.974
H 4.549 -3.630 2.052
H 6.071 -0.420 1.510
H -0.758 -3.809 -1.990
H 4.722 -0.358 2.704
H 4.201 -3.084 -2.337
H 2.268 -5.752 -0.948
H -3.498 2.662 -1.767
H 0.479 2.469 1.489
```

Values from the calculation:
multiplicity: 1
HOMO-LUMO gap: 5.498 eV
LUMO energy: -4.361 eV
energy relative to the best compared isomer or geometry (same formula, charge and spin): 0.00 kcal/mol
charge: +1
E: -43483.0043 eV



# 4
DFT (ωB97M-V/def2-TZVPD) results for 2 unconnected molecules or ions with the total composition C27H33N3O2.

```
65
Properties=species:S:1:pos:R:3
O -2.894 -0.452 -5.234
O -0.741 -0.577 1.581
N -3.252 1.337 2.613
N -1.010 -4.370 -0.230
N -2.398 3.617 3.397
C -1.927 -1.049 -1.734
C 4.286 -2.256 -1.680
C -3.904 0.026 2.143
C -1.758 -2.472 2.701
C -2.175 1.183 3.705
C -3.065 -0.857 1.264
C 3.278 -2.160 -0.727
C -2.900 -0.818 -3.925
C -3.180 -1.418 -1.197
C 1.076 -2.932 0.187
C 4.123 -3.084 -2.797
C -2.105 3.434 1.952
C -0.082 -3.675 -0.030
C 1.900 -3.702 -2.026
C -2.628 2.105 1.449
C -3.367 -1.705 0.212
C -4.176 -1.160 -3.398
C 1.436 -2.581 1.577
C -1.710 2.545 4.165
C -4.379 2.169 3.233
C -1.756 -0.815 -3.088
C -1.767 -1.249 1.830
C -1.661 -0.222 -5.943
C -4.293 -1.504 -2.071
C 2.940 -3.813 -2.951
C 2.064 -2.902 -0.859
C -3.871 3.531 3.619
H 1.579 -3.501 2.174
H -1.095 -0.963 -1.031
H 0.985 -4.280 -2.168
H 2.821 -4.480 -3.804
H -4.023 -2.574 0.427
H -1.899 2.693 5.239
H -1.015 3.480 1.822
H -1.236 0.747 -5.654
H 0.644 -1.997 2.047
H -5.174 2.235 2.483
H -1.342 0.643 3.255
H -5.256 -1.817 -1.663
H 3.422 -1.521 0.150
H -4.358 4.295 3.004
H -0.923 -1.015 -5.749
H -4.716 1.605 4.109
H -2.788 -2.789 2.946
H -4.074 3.716 4.680
H -1.200 -2.294 3.632
H 5.206 -1.688 -1.532
H -2.583 4.257 1.402
H -5.027 -1.113 -4.071
H -4.827 0.345 1.627
H -2.619 0.600 4.521
H -1.949 -0.219 -7.000
H -4.218 -0.496 3.067
H -3.419 2.241 0.699
H 2.370 -2.019 1.642
H 4.913 -3.144 -3.544
H -0.632 2.649 3.978
H -0.766 -0.568 -3.477
H -1.278 -3.274 2.127
H -1.825 1.469 1.054
```

Values from the calculation:
multiplicity: 1
HOMO-LUMO gap: 3.282 eV
LUMO energy: -1.417 eV
energy relative to the best compared isomer or geometry (same formula, charge and spin): 103.73 kcal/mol
charge: 0
E: -37091.1308 eV



# 5
DFT (ωB97M-V/def2-TZVPD) results for C27H33N3O6S in the gas phase.

```
70
Properties=species:S:1:pos:R:3
S -0.048 2.201 0.946
O -7.970 0.183 -0.651
O -1.861 -1.259 1.291
O -1.242 3.066 1.035
O 2.225 -0.930 1.471
O 0.456 -0.691 -1.298
O -7.165 2.323 -0.360
N 2.165 0.689 -0.806
N 2.220 -2.650 0.009
N -2.788 0.819 1.063
C -8.289 1.554 -0.731
C -6.181 1.422 -0.049
C -4.570 -0.742 0.448
C 2.832 2.963 -1.423
C -4.900 1.664 0.373
C -0.157 -5.189 -0.053
C 2.663 1.975 -0.456
C 3.338 4.191 -1.006
C 3.369 -1.058 -2.065
C 3.016 2.204 0.869
C -5.874 -0.970 0.017
C 3.860 3.683 2.707
C 0.015 -3.711 0.309
C -4.086 0.548 0.627
C -1.789 -0.052 1.343
C 1.457 -3.564 0.840
C 3.519 3.428 1.272
C -6.665 0.125 -0.225
C 2.068 -4.971 0.776
C -0.096 1.573 -0.802
C 3.076 -0.452 -0.697
C 2.452 -1.387 0.361
C 0.851 0.421 -0.999
C 1.265 -5.682 -0.310
C 2.500 2.745 -2.869
C 3.672 4.424 0.312
C -0.516 0.642 1.807
H -2.554 1.813 1.122
H -9.128 1.778 -0.053
H 3.137 -4.936 0.568
H 0.167 2.436 -1.410
H 3.973 2.749 3.249
H 2.271 -2.898 -0.966
H 2.885 1.400 1.580
H -1.113 1.255 -1.025
H 2.127 1.739 -3.046
H 4.780 4.258 2.790
H 4.006 -0.067 -0.263
H -3.921 -1.578 0.645
H 3.388 2.898 -3.481
H 1.486 -3.147 1.848
H 2.448 -1.384 -2.543
H 1.352 -6.767 -0.251
H -0.716 -3.376 1.039
H 3.834 -0.305 -2.698
H -0.637 0.935 2.852
H 3.062 4.257 3.178
H 0.331 -0.042 1.736
H -8.582 1.805 -1.764
H 3.474 4.972 -1.740
H -6.249 -1.970 -0.121
H 1.748 3.460 -3.200
H 4.057 -1.895 -1.971
H 4.061 5.389 0.603
H -4.530 2.668 0.506
H -0.810 -5.329 -0.913
H -0.583 -5.735 0.790
H -0.106 -3.076 -0.569
H 1.601 -5.366 -1.299
H 1.920 -5.475 1.731
```

Values from the calculation:
multiplicity: 1
HOMO-LUMO gap: 8.168 eV
LUMO energy: 0.609 eV
energy relative to the best compared isomer or geometry (same formula, charge and spin): 3.65 kcal/mol
charge: 0
E: -56126.0520 eV



# 6
DFT (ωB97M-V/def2-TZVPD) results for C27H33N5O3 in the gas phase.

```
68
Properties=species:S:1:pos:R:3
O -3.598 -5.829 -1.780
O 1.505 0.644 2.809
O 1.345 -2.243 -2.889
N -1.951 2.164 2.378
N 0.223 -1.476 0.363
N 0.364 -2.046 -0.833
N 3.140 -0.009 -2.058
N -0.522 -0.325 2.565
C 0.714 0.000 2.144
C 3.672 0.988 -1.282
C -2.891 -3.771 -0.932
C 2.158 -0.624 -1.343
C -2.853 2.439 1.280
C -2.358 1.113 3.282
C 5.032 2.815 -0.636
C -0.285 -4.220 -1.753
C -2.109 2.947 0.042
C -1.424 3.351 3.034
C -1.925 -2.821 -0.696
C 2.042 -0.034 -0.074
C 0.054 3.592 2.731
C 3.016 1.012 -0.026
C 3.391 1.960 0.925
C -0.262 2.458 -1.621
C -0.613 -3.038 -1.108
C -3.343 -7.041 -2.450
C 1.015 -0.528 0.773
C -1.150 0.266 3.716
C 4.392 2.850 0.606
C -1.082 1.931 -0.450
C 1.307 -1.695 -1.795
C 4.686 1.888 -1.594
C -1.257 -5.174 -1.998
C -2.570 -4.961 -1.591
C 3.560 -0.324 -3.395
H 0.646 2.725 3.007
H -2.004 4.232 2.726
H -1.088 -0.868 1.931
H -3.912 -3.617 -0.622
H 3.442 0.548 -4.042
H 2.945 -1.140 -3.771
H 5.815 3.529 -0.847
H -0.910 2.739 -2.449
H -1.480 -0.515 4.409
H -0.418 1.686 0.380
H 0.210 3.785 1.674
H -1.596 1.015 -0.751
H -0.973 -6.082 -2.505
H -1.543 3.249 4.119
H 4.694 3.592 1.329
H -3.629 3.175 1.560
H 0.432 1.698 -1.973
H -4.299 -7.559 -2.495
H 0.314 3.331 -1.323
H 4.610 -0.628 -3.400
H 2.908 1.976 1.887
H 0.728 -4.400 -2.072
H -2.840 3.148 -0.745
H -1.608 3.887 0.276
H -0.398 0.886 4.207
H -2.858 1.500 4.186
H -3.065 0.454 2.771
H 5.182 1.861 -2.551
H -3.363 1.510 1.010
H -2.622 -7.658 -1.904
H -2.175 -1.899 -0.196
H 0.407 4.452 3.296
H -2.977 -6.868 -3.467
```

Values from the calculation:
SMILES: CCCCN(CC)CCNC(=O)c1nn(-c2ccc(OC)cc2)c(=O)c2c1c1ccccc1n2C
multiplicity: 1
HOMO-LUMO gap: 8.166 eV
LUMO energy: 0.219 eV
energy relative to the best compared isomer or geometry (same formula, charge and spin): 35.17 kcal/mol
charge: 0
E: -42128.3067 eV



# 7
DFT (ωB97M-V/def2-TZVPD) results for a molecular structure, C27H33N8STi.

```
70
Properties=species:S:1:pos:R:3
Ti -0.022 -0.589 -0.351
S -0.998 1.139 -1.986
N -0.689 0.034 -5.305
N 0.319 -1.341 -6.859
N -1.820 -0.062 0.865
N 1.211 2.501 -2.721
N 1.084 1.964 -0.501
N 0.196 1.319 0.362
N 0.340 -1.370 -2.276
N 0.729 -1.725 -4.657
C 0.637 4.014 1.735
C -1.676 5.540 1.454
C 0.111 -0.996 -5.594
C -3.794 0.637 2.687
C 1.979 -2.285 -0.167
C -0.707 -1.776 3.178
C -1.742 1.098 1.562
C -1.727 4.173 1.236
C -0.127 -2.862 0.941
C 3.062 -2.602 -1.162
C -0.568 3.407 1.378
C 0.808 -3.072 -0.090
C 0.672 5.375 1.977
C 0.502 -1.524 -3.421
C 0.578 -4.179 -1.080
C -3.914 -0.507 1.922
C 3.354 -0.311 0.597
C 1.282 -1.076 1.833
C 1.638 -0.121 2.942
C -0.482 6.136 1.834
C -2.897 -0.827 1.033
C 2.168 -1.228 0.739
C -1.298 -3.808 1.032
C 0.140 -1.891 1.940
C -2.688 1.461 2.500
C -0.610 1.966 1.123
C 0.549 1.936 -1.697
H -4.774 -1.156 2.008
H 4.039 -2.387 -0.736
H -0.448 7.202 2.017
H 4.201 -0.685 1.178
H 1.599 5.845 2.272
H 3.671 -0.231 -0.440
H -0.087 -0.842 -7.630
H 1.537 3.420 1.826
H 3.050 -3.652 -1.435
H 1.328 -0.517 3.906
H -2.567 6.139 1.329
H -1.968 -3.589 1.854
H 0.915 -2.129 -7.049
H 0.901 -5.130 -0.647
H -2.654 3.712 0.921
H 2.711 0.039 2.988
H 1.165 0.855 2.818
H -1.886 -3.819 0.114
H -1.219 0.507 -6.018
H -0.473 -4.282 -1.338
H 3.120 0.694 0.941
H -0.930 -4.826 1.178
H 2.962 -2.015 -2.077
H -4.553 0.899 3.411
H -0.203 -2.293 3.999
H 1.129 -4.026 -2.001
H -2.948 -1.729 0.436
H -0.839 -0.738 3.480
H 2.002 3.090 -2.511
H -2.565 2.381 3.053
H -1.691 -2.218 3.075
H 0.733 2.643 -3.592
H -0.859 0.292 -4.336
```

Values from the calculation:
multiplicity: 2
HOMO-LUMO gap (alpha / beta): 7.524 / 7.659 eV
LUMO energy (alpha / beta): -6.193 / -6.151 eV
energy relative to the best compared isomer or geometry (same formula, charge and spin): 0.00 kcal/mol
charge: +2
E: -74396.2642 eV



Look up the energy relative to the best compared isomer or geometry (same formula, charge and spin) of the second one. 22.32 kcal/mol



charge of number 2 (C27H33HfN7O7SSi2)? 0



Look up the multiplicity of the fifth one. 1